Here is a cluster of 6 separate species, C34H54IN3O20P in total from OMol25. Energies are from the ωB97M-V functional and the def2-TZVPD basis.

Charge: +1
HOMO-LUMO gap, eV: 7.58
HOMO energy, eV: -10.49

The geometry in XYZ format:
```
113
Properties=species:S:1:pos:R:3:forces:R:3
H -4.49177 -0.44052 -4.99531 0.03 0.01 0.05
H -3.10890 4.71596 -5.63256 0.06 0.01 0.01
C -1.40951 -1.53305 1.01514 0.11 -0.38 0.27
C 0.15033 -7.71673 -2.04162 -0.05 0.18 0.26
O 1.68063 -6.03667 -4.54787 0.04 0.10 0.05
O -1.35804 3.69342 2.63676 -0.03 -0.54 -0.48
H 2.08815 -8.66202 -1.87930 -0.03 0.10 0.01
O 4.52047 -2.48730 4.87827 -0.22 -0.17 -1.11
H -4.09338 5.63805 -4.48112 0.05 -0.07 0.05
H 1.45157 -10.75428 -3.08576 0.04 0.00 0.12
H -2.12863 -1.62381 0.19604 0.29 0.09 0.13
H 4.86585 -0.81862 0.64077 0.17 -0.40 0.48
C 0.69645 -10.12124 -2.62007 0.06 -0.08 -0.38
C -2.20346 -2.85111 -2.19786 -0.04 -0.16 -0.05
H -1.22648 6.37741 2.20214 0.04 -0.01 -0.06
H -1.89353 -1.97858 -4.77780 -0.15 0.01 -0.01
H -3.08078 6.48809 -5.63129 0.09 -0.08 -0.06
C -0.30662 4.43980 1.99400 0.25 0.80 0.15
O 2.85766 -0.27403 2.56748 -0.02 -1.58 0.52
H 1.37736 -3.77014 -1.93083 -0.09 0.24 0.60
H 3.18992 -5.04474 5.67586 -0.09 0.22 0.25
H -4.33312 -2.19802 -5.17023 0.09 0.04 0.01
O -3.46894 -2.63327 -2.63622 0.39 0.10 0.17
H -0.84316 -7.91487 -2.45059 0.06 -0.14 -0.02
H 1.00337 -6.08476 0.45256 0.35 0.29 0.20
C -2.07971 4.49473 -2.97917 0.18 -0.30 0.01
C 2.87698 -0.78141 0.25978 -0.64 1.01 2.12
C -1.98942 5.58597 -4.01348 -0.52 -0.13 -0.54
H 0.19575 -1.18357 2.66581 0.48 -0.06 -0.21
O -2.04183 9.89483 1.28089 -0.19 -0.13 0.07
O -1.32663 5.05227 -1.89196 -0.27 0.33 -0.86
O -2.43740 1.80076 2.04084 0.12 -0.16 -0.06
P 1.41833 -3.63801 0.56688 -1.53 1.16 -0.52
O -1.32866 -2.00198 -2.79999 -0.15 -0.11 0.04
H -2.66779 9.83664 -0.67586 -0.13 -0.01 0.01
C 4.39322 -4.93916 1.18615 1.29 0.78 0.31
H -3.10033 4.31518 -2.63157 -0.03 0.08 -0.12
C 4.06627 -2.69662 1.44960 0.94 1.17 0.16
C 1.04366 -5.33213 1.25384 0.24 0.02 0.22
H 1.69075 -5.65109 2.08209 -0.06 -0.18 -0.47
H -4.34380 11.32171 1.43548 0.10 -0.02 0.02
H 2.63388 -4.75252 -1.22148 0.10 0.51 -0.19
H -5.11916 9.60901 -0.98003 0.10 0.04 0.00
C -4.18295 10.47971 0.75556 -0.46 0.12 -0.55
H -2.41428 11.47437 -0.03022 0.15 -0.05 0.17
H -1.66505 -0.36912 -4.05703 0.15 -0.06 0.17
H -1.11314 -2.54468 1.33599 -0.21 0.27 -0.33
O -1.11787 7.17060 -1.14440 0.01 -0.04 0.09
O -1.20594 2.93657 0.53048 -0.12 -0.18 0.27
H 0.08315 -7.65143 -0.95749 0.03 0.19 -0.04
C -1.44498 6.40727 -1.99336 -0.05 0.20 -0.07
H 0.70550 0.38696 2.07852 0.28 -0.39 -0.03
H 0.52574 6.42305 1.95428 0.01 -0.06 -0.03
C -2.78205 10.47721 0.20292 0.23 0.26 -0.08
H -1.42702 4.94877 0.21150 -0.05 0.19 0.31
H -0.19422 -10.17513 -3.24792 -0.02 0.08 0.06
H 3.03444 -4.26222 7.31865 0.12 -0.22 -0.31
H 0.45718 -10.52573 -1.63629 0.04 0.05 0.01
C -3.13311 5.60241 -4.99838 -0.16 0.37 0.07
H -1.03401 5.55527 -4.54585 0.03 -0.03 0.11
H -3.64020 -0.58589 -2.66156 0.11 -0.02 0.03
C -5.26449 10.44771 -0.29677 -0.21 -0.34 0.10
C -3.45502 -1.39887 -3.37077 -0.48 0.14 -0.57
H -5.26929 11.37302 -0.87318 0.03 0.02 0.05
C 2.16102 -1.12103 1.63508 0.34 0.56 -1.03
C 2.54655 -2.66420 1.75445 -0.72 -0.31 0.64
C 4.43970 -3.33157 6.01951 -0.02 -0.78 1.02
H 5.10357 -1.21746 2.79524 -0.54 -0.33 -0.14
H 0.19986 4.34077 -0.11073 -0.06 -0.17 -0.07
O 5.63119 -4.17959 3.94002 0.04 -0.38 -0.64
C -0.66158 4.26564 0.54549 0.52 -0.15 0.32
O 1.53439 -8.15767 -3.79226 -0.03 0.41 0.18
N 4.17312 -1.54472 0.43402 -0.20 0.16 -1.66
C 1.32111 -6.81891 -3.73123 0.05 -0.02 -0.23
H -0.15878 5.94634 3.51909 0.11 0.00 -0.03
C 1.19207 -8.70004 -2.50751 -0.28 -0.69 0.07
C 3.13903 -4.10472 6.24240 0.22 1.20 -0.58
H -0.52478 0.12893 0.40812 0.33 0.01 -0.18
N 4.62800 -3.82082 0.69859 -1.31 -0.83 0.87
C 5.12734 -2.28101 2.51958 0.47 0.06 0.69
H 2.30577 -3.47899 5.88752 0.13 -0.46 0.09
H 4.49075 -1.96757 -0.44608 -0.17 0.01 0.03
C -0.28656 5.88026 2.43828 -0.29 -0.04 0.35
C -1.73521 2.72335 1.76812 -0.10 0.17 0.19
H 0.01987 -5.27261 1.65307 0.35 0.10 -0.15
H 2.39759 -4.08744 3.48683 0.03 0.35 0.00
C -4.50229 -1.38905 -4.45780 -0.20 -0.35 0.07
H -1.64475 3.55480 -3.31312 0.15 0.04 0.18
H 0.92348 -3.17073 3.06868 0.38 -0.24 0.03
H 2.32876 -0.30613 3.37608 0.28 0.23 0.16
H 0.64445 3.95287 2.24145 -0.06 -0.10 -0.07
C 5.13493 -3.10364 3.80912 -0.38 0.32 0.70
O -1.89822 -3.67536 -1.39950 0.11 -0.10 0.05
H -1.90715 -1.04523 1.87560 0.12 -0.03 -0.38
O -1.99158 6.75906 -3.18315 0.25 -0.22 0.32
O 0.63069 -6.48771 -2.60486 0.08 -0.17 -0.04
H -5.49500 -1.54165 -4.03453 0.02 0.13 0.02
H 6.11420 -2.45250 2.05634 -0.37 -0.10 0.15
C 2.02122 -3.11547 3.15025 0.09 0.47 -0.37
C -2.89464 9.07525 1.94593 0.04 -0.05 -0.03
I 3.48506 1.30775 0.33113 -0.35 -0.14 -0.98
H -6.24368 10.31590 0.16392 0.02 0.13 0.02
H 2.87811 -2.99169 -1.39598 -0.18 -0.21 0.16
H 2.21679 -2.31259 3.87494 0.22 -0.60 0.01
N -0.17575 -0.80659 0.60859 -0.76 -0.05 0.84
O -2.56061 8.28324 2.76608 -0.03 -0.05 0.05
C -2.03704 -1.37596 -3.87735 0.23 0.23 -0.01
C 0.67807 -0.68463 1.80781 -0.28 0.42 -1.09
O -4.17574 9.27675 1.54090 0.37 0.06 0.13
H 2.26786 -1.00517 -0.61867 0.39 -0.17 0.15
O 4.37543 -5.96295 1.70753 -0.54 -0.38 -0.47
C 2.14358 -3.76455 -1.14082 0.53 -1.31 0.08
O 5.35789 -3.38439 6.76078 0.15 0.28 -0.04
```
Positions in Å, forces in eV/Å.

These are the Mulliken partial charges, in e, on atoms 1 to 99: number 1, H, carries 0.3800; number 2, H, carries 0.3734; number 3, C, carries -0.8161; number 4, C, carries -0.5150; number 5, O, carries -0.5272; number 6, O, carries -0.3779; number 7, H, carries 0.2352; number 8, O, carries -0.3067; number 9, H, carries 0.3656; number 10, H, carries 0.3638; number 11, H, carries 0.2141; number 12, H, carries 0.5626; number 13, C, carries -1.4846; number 14, C, carries 0.6477; number 15, H, carries 0.2270; number 16, H, carries 0.3152; number 17, H, carries 0.3771; number 18, C, carries 0.6472; number 19, O, carries -0.4298; number 20, H, carries 0.4086; number 21, H, carries 0.2389; number 22, H, carries 0.3545; number 23, O, carries -0.3683; number 24, H, carries 0.3118; number 25, H, carries -0.0100; number 26, C, carries -0.5739; number 27, C, carries -1.6097; number 28, C, carries 0.5387; number 29, H, carries 0.2729; number 30, O, carries -0.3107; number 31, O, carries -0.1824; number 32, O, carries -0.5592; number 33, P, carries 0.7614; number 34, O, carries -0.1950; number 35, H, carries 0.1985; number 36, C, carries 0.4481; number 37, H, carries 0.3099; number 38, C, carries 0.4177; number 39, C, carries -0.9342; number 40, H, carries 0.4020; number 41, H, carries 0.2689; number 42, H, carries 0.2685; number 43, H, carries 0.3072; number 44, C, carries 0.4937; number 45, H, carries 0.3296; number 46, H, carries 0.2715; number 47, H, carries 0.1902; number 48, O, carries -0.5041; number 49, O, carries -0.3072; number 50, H, carries 0.3034; number 51, C, carries 0.5765; number 52, H, carries 0.3954; number 53, H, carries 0.4053; number 54, C, carries -0.3742; number 55, H, carries 0.1200; number 56, H, carries 0.3610; number 57, H, carries 0.3595; number 58, H, carries 0.3839; number 59, C, carries -1.5103; number 60, H, carries 0.2462; number 61, H, carries 0.2597; number 62, C, carries -1.4084; number 63, C, carries 0.5061; number 64, H, carries 0.3825; number 65, C, carries 0.9340; number 66, C, carries 2.2193; number 67, C, carries 0.6943; number 68, H, carries 0.5764; number 69, H, carries 0.3890; number 70, O, carries -0.5260; number 71, C, carries -0.2473; number 72, O, carries -0.3636; number 73, N, carries 0.2103; number 74, C, carries 0.5429; number 75, H, carries 0.4117; number 76, C, carries 0.5592; number 77, C, carries -0.8154; number 78, H, carries 0.2762; number 79, N, carries -0.7776; number 80, C, carries -0.8966; number 81, H, carries 0.2737; number 82, H, carries 0.4832; number 83, C, carries -1.4397; number 84, C, carries 0.6104; number 85, H, carries 0.3833; number 86, H, carries 0.4754; number 87, C, carries -1.5119; number 88, H, carries 0.2881; number 89, H, carries 0.4916; number 90, H, carries 0.4549; number 91, H, carries 0.2020; number 92, C, carries 0.0025; number 93, O, carries -0.4895; number 94, H, carries 0.3698; number 95, O, carries -0.3500; number 96, O, carries -0.1284; number 97, H, carries 0.3680; number 98, H, carries 0.5662; number 99, C, carries -3.0518